The ion CH3ClNO3S with charge -1 at a distorted geometry, computed with the ωB97M-V functional and the def2-TZVPD basis.

Geometry (Å):
S 1.2717 -0.2018 0.1917
Cl 1.3501 1.8619 -0.1965
N -0.1476 -0.3487 -0.7338
H -1.1650 0.0415 0.9897
O 1.1943 -0.0496 1.6100
H -1.6593 1.1152 -0.4399
C -1.3935 0.1093 -0.0968
H -2.2513 -0.4773 -0.5965
O 0.3490 -1.5899 -0.1483
O 2.4516 -0.4606 -0.5796

Summary:
SMILES string ... CN1OS1(=O)([O-])Cl
Net charge ... -1
E_HOMO ... -4.921 eV
Kohn-Sham gap ... 8.9 eV
LUMO ... 3.98 eV



A cluster of 2 separate species, C5H14 in total, computed with the ωB97M-V functional and the def2-TZVPD basis.

Geometry (Å):
H 0.1365 -2.6223 -1.3165
H -1.5798 0.3589 3.1729
C 0.0260 -0.4424 -1.4456
H -0.0832 0.3903 -3.5018
H -0.8903 -0.0381 1.6561
C -0.3755 2.0078 2.2964
H -0.0408 2.5430 3.1800
H 1.6223 -1.8745 -0.9164
H -1.2154 2.5131 1.8281
H -1.0674 -0.4947 -1.4375
H 0.4438 2.0384 1.5808
C -0.6969 0.5412 2.5547
H 1.5389 -0.1759 -3.0213
C 0.4725 -0.3415 -2.9000
H 0.1520 0.0618 3.0597
H 0.3686 -1.8040 0.2468
H 0.3962 0.3693 -0.8202
H 0.2522 -1.2936 -3.3900
C 0.5403 -1.7367 -0.8263

Summary:
Net charge ... -1
E_HOMO (alpha / beta) ... 1.550 / -7.976 eV
Kohn-Sham gap (alpha / beta) ... 2.6 / 12.2 eV
LUMO (alpha / beta) ... 4.17 / 4.27 eV
Spin multiplicity ... 2



The molecule C12H16O2 at a distorted geometry, computed with the ωB97M-V functional and the def2-TZVPD basis.

Geometry (Å):
C -0.7418 -2.3150 -1.4820
C -1.0648 -0.9760 -0.7959
C 1.2067 -1.1599 0.2574
H -1.2843 1.3448 -1.1895
H -1.5138 -2.7510 -2.1040
C -1.9395 -1.1056 0.4411
C 0.2459 -0.3334 -0.3152
H -3.1296 0.7790 0.4280
C 0.3363 1.0083 -0.2551
H -2.8393 -1.6422 0.0593
C -1.4667 0.9918 1.6715
H 0.0643 -0.3036 2.0198
H 0.5648 -3.8038 -1.6812
O -0.4903 1.8428 -0.9625
H 2.7596 3.4259 -0.1958
H 2.1517 1.2020 0.6868
C 0.3765 -2.9622 -1.0451
H 1.0227 2.2675 1.3387
H 1.3029 3.3560 -1.2216
C 2.0691 2.7460 -0.7112
H -1.6157 2.0258 1.8059
C 1.3948 1.8659 0.3725
C 1.3620 -2.4753 -0.0702
H 2.1325 -3.0645 0.3226
H 2.6112 2.0614 -1.3778
H -1.4163 -0.3848 -1.6148
H -1.4608 -1.6208 1.3488
H 2.0030 -0.7898 0.9515
O -0.3713 0.5581 2.4065
C -2.2698 0.2128 0.9116

Summary:
SMILES string ... CC/C(O)=C1\C=CC=C[C@H]1C/C=C\O
E_HOMO ... -7.637 eV
Kohn-Sham gap ... 8.0 eV
LUMO ... 0.41 eV



A cluster of 2 separate species, C4H8NO3 in total at a distorted geometry, computed with the ωB97M-V functional and the def2-TZVPD basis.

Geometry (Å):
O 0.1156 -0.2667 3.1867
H 2.1065 -0.3175 -3.4341
C 1.0511 -0.0776 -3.3023
H -0.6615 -0.0150 0.0361
C -1.9052 0.7859 1.6686
N -0.8388 -0.0408 1.1038
H -2.0500 0.4834 2.7016
H -2.8126 0.5375 1.1062
H 0.8705 0.9206 -3.7045
H 0.4427 -0.8117 -3.8307
O -0.5272 -0.2917 -1.5409
C 0.7014 -0.0842 -1.8052
O 1.6137 0.1319 -0.9940
H -1.7652 1.8658 1.5800
C 0.1734 -0.3287 1.9608
H 1.0943 -0.6621 1.4614

Summary:
Net charge ... -1
E_HOMO ... -4.887 eV
Kohn-Sham gap ... 8.9 eV
LUMO ... 4.03 eV



A structure of composition C34H79ClINO10P2Si2 at a distorted geometry, computed with the ωB97M-V functional and the def2-TZVPD basis.

Geometry (Å):
O -4.5169 5.8735 -3.0833
H -6.7357 7.6743 -5.8240
H 3.8977 -0.3216 -1.6582
H -4.4522 -1.8319 -2.8606
H 0.2326 4.0970 2.2968
H 0.9149 0.2228 4.5406
H -2.2560 0.4032 -0.7627
H 5.3068 -6.0886 -0.7852
H -4.9040 8.9727 -4.9597
H 6.0274 1.0119 3.5012
C -1.7753 -0.6124 -0.7914
C 3.2694 1.7589 -2.2432
H -3.8896 0.1677 0.8636
H 4.0508 -0.5205 0.5468
H -0.8093 -0.5502 -1.3875
H 3.1972 -5.9375 1.4288
C -3.5402 4.8519 -2.8765
C -0.7117 4.2439 1.7078
H 5.0700 0.5792 -2.7045
C 6.1276 -8.9942 2.1629
H -2.1725 1.8379 0.9564
H 1.4699 2.0264 5.8447
N -0.5786 1.5334 5.2921
H -3.0964 -0.8369 -3.5108
H 4.7713 -12.0478 -1.5084
H 2.7333 2.2566 -0.0754
H -2.0827 -2.4151 -2.0184
H -1.4503 1.9721 4.9988
H -0.8857 -3.6219 1.6518
H 4.9317 -5.8311 1.6977
H -7.2262 8.2965 -4.2375
H 4.6838 -9.1140 3.7167
H -0.7224 -0.5333 4.5389
C -1.8629 3.4349 2.4349
H 3.9076 -10.7112 -2.2371
C 3.7768 -11.6136 -1.6387
C -2.8183 -1.4129 2.1467
C 4.7398 -9.3564 2.6513
H -6.7476 6.6098 -4.4202
H -4.9646 3.6384 -1.7718
O 4.5719 -7.8235 -0.0244
C -1.8827 1.8688 2.0403
H -2.6378 -1.0564 3.1964
H -4.7644 3.1739 -3.4473
C 0.9458 4.2815 -0.2540
H -6.7107 7.4284 0.1281
H -4.7694 -0.3586 2.3428
H -1.7167 3.5477 3.5453
H 3.9545 1.1668 1.3255
H 1.1736 -4.8016 -1.3391
C -6.5345 7.6270 -4.7504
H 0.7661 3.1007 4.5685
H -2.8977 3.8444 2.2110
H 2.3441 1.1873 -2.5506
O -4.6004 6.0360 -0.7313
C 0.5083 2.5083 5.5023
H 0.6807 2.6718 -1.8305
Si -1.3225 -1.2841 0.9663
P -4.8013 7.0040 -1.9002
H -5.9779 9.5644 -0.9471
H 3.1606 -12.3198 -2.1999
H -2.8394 5.1322 -2.0882
H 0.1542 3.2282 6.3044
C 1.4402 3.4334 -1.5072
Si -0.2742 0.9548 2.4923
C -0.5800 3.9670 0.1579
H -0.9797 5.3447 1.8141
H 7.3064 1.2834 2.2335
C 4.3907 -6.4403 -0.3055
H 1.5570 3.9373 0.6390
H 1.0934 5.3887 -0.3733
H 6.8831 -9.4566 2.8038
H 4.5601 -10.4301 2.5826
C -4.2254 3.5342 -2.5678
C -7.1181 7.7270 -0.8421
C 4.1451 -5.6464 0.9644
H -3.3148 -2.2532 -0.7166
H 3.6322 3.5493 -0.9508
H -1.4137 -3.6504 -0.0767
H -3.0950 -2.5131 2.2389
H 0.8360 1.9036 2.2302
H 4.1073 -4.5762 0.7495
C -0.7453 -3.1058 0.6460
Cl -4.6691 0.3999 -2.0073
I 2.3992 -2.5019 -2.3377
O -6.4595 7.0206 -1.8869
H -2.9614 4.7572 -3.8004
H -2.7056 1.4255 2.6907
C -0.1862 0.4451 4.3600
O 2.5986 -8.7913 -0.9888
H 3.5698 2.3970 -3.1277
C 3.1578 -11.3073 -0.2879
C 0.7812 -3.2050 0.2103
H 3.5704 -6.3048 -1.0169
O 3.8785 -10.2525 0.3501
O 3.6748 -8.6264 2.0428
H 2.0990 -11.0608 -0.3805
H -7.6097 9.7544 -0.2832
H -7.3650 9.5198 -2.0261
C 6.1874 1.1683 2.3914
C 4.3682 0.6885 -1.8231
C -2.7478 -1.6547 -1.4971
H -0.1025 -3.6095 -1.8069
H 6.2787 -7.9140 2.1716
H 1.6985 4.1477 -2.3496
H 6.2986 -9.3471 1.1455
C -4.1297 -0.7346 1.4828
H -4.7141 -1.4900 0.8762
C 2.8324 2.7559 -1.0883
C -5.0951 8.0111 -4.4741
C 4.6092 0.4321 0.7714
H -3.4986 2.7768 -2.2726
H 5.4318 2.1809 -0.4479
O 5.7206 0.0354 1.6261
P 3.2419 -8.7187 0.3983
H -4.3992 7.3060 -4.9305
H -1.2503 4.6176 -0.4803
H -0.7586 2.9002 -0.1499
H -8.1677 7.4253 -0.8677
H 3.2260 -12.1894 0.3560
H 1.3633 -2.2533 0.3191
O 0.0574 -0.4739 1.5912
C 5.2371 1.0786 -0.5524
H 6.2416 0.5779 -0.6785
C -3.7017 -1.0271 -2.5859
H 1.2470 -4.0149 0.8531
C 0.9055 -3.7075 -1.2994
C -7.0160 9.2291 -1.0339
O -4.7770 8.2148 -3.0976
H 5.7216 2.1286 2.0389

Summary:
E_HOMO ... -8.328 eV
Kohn-Sham gap ... 6.9 eV
LUMO ... -1.44 eV



A structure of composition C33H35BrN5O2PdSe, computed with the ωB97M-V functional and the def2-TZVPD basis.

Geometry (Å):
N -3.6899 0.6552 -0.1068
C 1.7262 -2.2759 6.0115
C 6.0583 3.7626 -0.2902
C 1.0565 -1.0618 -1.3214
N -3.4495 0.9722 -2.2411
C 1.6295 -2.4080 0.7675
H -2.6181 0.2738 1.6590
C 6.9513 3.1596 -1.1638
H 1.9188 -4.4114 0.3885
H 4.0011 4.2182 0.1166
C 4.2153 3.0696 -1.6833
H 2.0221 -4.0604 2.7852
H 0.8475 -1.8310 1.2582
H 6.4218 4.2787 0.5888
H -4.3719 0.4976 1.8443
H 2.4468 3.4501 -2.9334
H -6.3861 4.4142 0.2645
H -4.7574 3.2120 -3.5236
C 2.3649 -1.3780 -3.3287
H 0.9104 -5.3723 2.2952
H 2.6592 0.5399 4.4224
C -4.4229 1.7975 -0.4322
H 7.1728 2.0636 -2.9951
C -5.6350 3.9159 -1.6848
C 1.3179 -0.7640 -2.6529
C 1.0955 -4.3008 2.2706
N 1.6871 0.4584 1.8598
C 1.8360 2.4890 -1.1987
O -0.6228 -0.0347 2.1178
C 0.5697 -2.5558 5.3080
H 3.5807 -3.2841 -0.8239
H 4.7525 1.9966 -3.4621
H -0.3552 -5.1448 0.2343
C -5.1822 2.6608 0.3477
H -3.1197 0.8114 -3.1785
H 3.3937 -0.9308 6.2244
C -3.5932 0.0627 1.2245
H -0.0494 -3.4100 5.5558
C -3.1057 0.1776 -1.2123
H 0.2695 -3.7601 2.7320
C -4.8758 3.0611 -2.4591
C 2.9216 -2.5950 -1.3477
C 2.7637 3.0284 -1.9857
H -5.2966 2.5202 1.4131
N 1.1962 -3.8594 0.8491
C 5.1190 2.4877 -2.5684
C 2.0709 -0.3463 4.6424
H 0.3458 1.3630 3.2356
C -5.7848 3.7187 -0.3045
H 2.0276 -2.9186 6.8290
N 1.3422 1.0166 0.6611
C 6.4791 2.5253 -2.3047
C -4.2726 1.9984 -1.8003
H 8.0140 3.1953 -0.9635
C 0.1603 -1.7359 4.2549
H 0.6951 -0.0445 -3.1688
C 2.4921 -1.1661 5.6755
C 4.6960 3.7199 -0.5496
C 3.1762 -2.2947 -2.6759
H -0.8444 -3.4628 0.5885
O -0.9437 -2.1057 3.5593
H 4.0048 -2.7608 -3.1916
C -0.0862 -4.0963 0.1328
H -3.7514 -1.0098 1.1471
H 2.5495 -1.1338 -4.3674
H 2.5381 -2.3312 1.3653
H 3.0591 2.1170 0.5679
H -1.0489 -1.3598 2.8753
H 0.0355 -3.8316 -0.9135
C 2.1183 1.8508 0.0909
Se -1.9783 -1.3123 -1.3812
C 1.8597 -2.0007 -0.6638
C 0.4824 0.3559 2.8027
Br 0.0096 2.6106 -1.7293
C 0.9120 -0.6021 3.9133
H 2.4486 0.9739 2.2932
Pd -0.2416 -0.1004 -0.1978
H -6.1246 4.7587 -2.1532

Summary:
Net charge ... +1
E_HOMO ... -10.274 eV
Kohn-Sham gap ... 7.6 eV
LUMO ... -2.66 eV



The ion C6H11N4O2 with charge +1 at a distorted geometry, computed with the ωB97M-V functional and the def2-TZVPD basis.

Geometry (Å):
O 1.9520 -2.0543 -0.6030
H -0.1231 0.0826 1.4364
N -0.9080 1.6070 0.1264
O -0.0998 2.4497 0.4948
C -0.4853 0.1977 0.3160
N 1.7397 0.9197 -0.3051
H -2.9369 -0.9210 -1.7875
H -3.2205 0.2348 1.2163
N -1.5617 -0.7239 -0.0724
H -3.3386 -1.5810 0.7050
H 3.4581 -0.3032 -0.6698
H 0.2801 0.1347 -1.6013
H 3.7103 1.4696 -0.9630
C 2.5406 0.8518 0.9061
C 0.7757 0.0060 -0.5574
N 0.8443 -1.5743 -0.4872
H -0.9790 -1.6768 -0.2091
H -2.7104 0.9472 -1.0656
C 3.1336 0.7434 -0.4917
C -2.9280 -0.6572 0.4925
H 2.5077 1.7435 1.6527
H 2.6319 -0.0303 1.4148
C -2.7543 -0.2029 -0.9652

Summary:
SMILES string ... O=N[C@H]([C@H](N=O)N1CC1)[NH+]1CC1
Net charge ... +1
E_HOMO ... -12.744 eV
Kohn-Sham gap ... 8.0 eV
LUMO ... -4.74 eV



The ion C4H11N2 with charge +1 at a distorted geometry, computed with the ωB97M-V functional and the def2-TZVPD basis.

Geometry (Å):
C 0.5274 -0.0155 1.7830
H -0.9640 -1.5974 1.3511
C -0.8639 0.7062 -1.1061
H 2.5928 0.1903 1.3319
H -0.0686 -1.2003 -1.0851
N -0.7340 0.8327 -2.4962
H -0.7264 1.7870 -2.8222
H 2.0290 -1.4142 1.2092
H 0.4570 1.0559 1.6414
H 0.5998 -0.3446 2.8101
C -0.6732 -0.6065 1.0146
H -1.3608 0.2306 -3.0060
H 1.6252 -0.2946 0.0771
N 1.8142 -0.4203 1.0889
H -1.1793 1.5822 -0.5444
C -0.5189 -0.4234 -0.4723
H -1.5137 0.0158 1.3375

Summary:
SMILES string ... N/C=C/CC[NH3+]
Net charge ... +1
E_HOMO ... -12.456 eV
Kohn-Sham gap ... 9.0 eV
LUMO ... -3.47 eV



A cluster of 2 separate species, C21H21F5O4 in total, computed with the ωB97M-V functional and the def2-TZVPD basis.

Geometry (Å):
C -0.0773 2.1055 0.2559
F 3.1374 2.6502 1.3938
C 3.6598 -1.3904 -2.2779
F -1.5492 2.3489 -2.2495
C 1.8429 2.7306 1.7231
C -3.4530 -0.3346 1.1063
H 0.9020 -1.6276 0.4773
C 1.0189 1.7083 0.9915
H -1.0439 -0.9224 -0.8623
C -3.0373 2.3960 -0.4704
H 4.5374 -1.2822 -2.9246
H -0.3508 3.1475 0.1758
C -2.8464 -3.7731 1.3711
H 6.1920 -2.4642 -2.0209
O -2.2754 4.6529 -0.9966
C -4.0369 2.0313 0.3334
H -5.0438 0.9277 1.7718
C 0.6388 -0.5841 0.4203
H 2.7198 -2.8630 -3.5339
H 2.2402 0.0747 1.6660
C -3.3605 -2.7311 1.6688
H 6.7185 -1.0844 -1.0568
C 6.2660 -2.0753 -1.0046
H -5.2942 0.3440 0.1621
C -2.0147 1.5778 -1.2199
H -5.0654 -1.5412 1.9887
C -0.4561 -0.1911 -0.3276
H -3.6842 -1.2364 3.0516
C -3.0794 3.8951 -0.5735
H 5.0401 -1.6285 0.6964
O -4.2435 4.3263 0.0332
C -3.9814 -1.4595 2.0278
F 1.4508 3.9818 1.4746
H 3.6716 -3.5693 -2.2319
H -3.1492 -0.7904 0.1704
C 1.3811 0.3765 1.0860
H 2.9621 -0.6022 -2.5624
H 4.4736 -3.0064 -0.2308
C 3.0048 -2.7450 -2.4882
H 6.9326 -2.7334 -0.4465
C -4.7724 3.2701 0.7298
C 4.9128 -2.0056 -0.3189
C -0.8261 1.1387 -0.4085
H 2.1087 -2.8352 -1.8714
O 3.9980 -1.1140 -0.9310
H -2.2523 -4.5417 0.9440
F 1.7732 2.5567 3.0525
F -2.6399 0.5213 -1.8008
H -2.5956 0.1304 1.5839
C -4.5214 0.7179 0.8350
O -5.6367 3.3840 1.5344

Summary:
SMILES string ... C#CCCCC1=C(C(F)(F)c2cccc(C(F)(F)F)c2)C(=O)OC1=O.CCOCC
E_HOMO ... -9.923 eV
Kohn-Sham gap ... 8.8 eV
LUMO ... -1.09 eV



A structure of composition C40H69CsN3O7P2SSi2 at a distorted geometry, computed with the ωB97M-V functional and the def2-TZVPD basis.

Geometry (Å):
H -6.2016 0.3281 1.1113
H 4.5517 1.6427 -6.7419
H 2.5203 -0.3850 -5.1746
H -1.5449 0.1106 -4.2737
C -1.6727 -5.2218 0.6478
C -1.3169 -3.2192 2.1203
H -0.0305 2.0157 3.2830
H 5.1960 2.7231 -4.0385
H 5.8252 0.8778 -5.7969
C -4.3913 -3.3196 1.4046
H 1.6500 -2.1429 -3.9657
C 4.5918 2.3935 0.7603
O -4.8445 0.6126 -1.3536
H 1.9087 4.5037 -0.4890
Si -0.0663 -2.5757 3.3043
H 0.7876 5.7810 -0.9688
H -5.3010 -3.7592 1.8267
H 0.3372 5.0272 1.3403
C 2.8135 0.3778 -4.4638
C -0.5448 4.0815 3.5168
H 1.7513 -4.5830 -0.8178
P 0.4433 -0.3141 -3.0465
H 5.6271 2.4823 0.4556
H -1.3334 -2.8192 5.5134
H 0.3463 -2.7962 -5.9990
C 4.0540 3.1874 1.6822
C -0.2383 -2.9371 -3.3602
O 1.9719 -2.0264 -0.4381
H -2.8593 -1.4948 4.5859
C -0.9015 -4.0918 1.0777
C 4.7918 4.2992 2.3622
H 0.4181 -2.7425 5.7347
H 2.1710 -2.6522 2.1474
H -1.0368 2.1014 -5.6468
H 2.7581 -1.9972 0.1157
H 1.7846 -4.2074 2.8758
H 0.6381 -0.3345 4.2390
C 3.7530 1.2737 0.1798
H -0.8192 -1.5209 -5.6793
H -2.6328 -5.4083 1.1123
H -1.0114 -0.2938 3.5905
C -0.3767 -3.1400 5.0955
N 2.1189 1.6340 2.4134
H -2.4128 2.2152 3.9598
C -3.4420 -4.7029 3.9108
H 0.5308 -6.6031 -1.5314
C -5.5366 1.1886 1.0851
C 4.3244 2.1087 -3.8410
C -3.4860 -1.6843 3.7129
H 0.4713 4.4787 3.5208
H -1.8709 4.3355 -0.6684
H 0.5124 2.3135 -4.8292
H -2.7382 -4.7365 4.7443
C -0.2217 1.5692 -5.1484
C -1.4783 4.8866 0.1882
H 0.4015 -0.2527 2.5096
C 2.3501 1.7670 -0.0846
C -1.3785 1.7649 -2.9330
C 2.0250 0.5826 -3.3321
H 3.8774 3.0856 -1.9841
H -4.6252 -2.3071 1.0730
C 3.7233 0.2168 1.2617
C 3.9594 1.1128 -4.7394
C -0.0066 -0.6861 3.4281
H -5.0990 1.3572 2.0677
H -2.8222 2.8587 2.3576
H -1.5039 5.9562 -0.0378
H -0.3427 -4.2314 5.1592
H -4.1203 -3.9037 0.5235
H -3.4298 -0.8179 3.0500
C 4.7525 0.8703 -5.9957
H 4.2827 5.2542 2.2111
C 0.5956 -1.8641 -4.0694
H 0.8329 -1.1064 -6.1257
C 0.8604 4.7227 -0.7026
O 3.0177 0.5295 2.3830
H -3.3813 -5.6635 3.3907
H -3.3489 -1.9778 -1.1903
H -1.9770 1.2681 -2.1719
C 0.2272 -1.8061 -5.5506
H 4.8374 4.1261 3.4400
H 4.4984 -0.0919 -6.4399
Si -3.0504 -3.2523 2.7434
H 2.2273 3.7188 2.7542
H -6.0702 2.0749 0.7477
P -0.1339 2.6575 1.0002
C 3.5889 2.3117 -2.6872
Cs -1.1116 -0.4215 -0.0604
H -3.8557 -0.9797 -2.1846
O -3.5556 -0.3465 0.4738
O -3.2711 -1.7544 -2.1284
N 1.7526 1.7900 -1.2017
H 1.2771 -2.5049 0.0886
H -4.5216 -1.7696 4.0605
C -1.1905 -6.1125 -0.2707
H -2.2242 1.2127 2.5308
H -2.1617 4.6956 1.0171
C 0.0932 -5.9280 -0.8091
N 0.3095 -3.9035 0.4713
H 0.1061 -3.0836 -2.3360
H -0.1483 -3.8941 -3.8818
H -4.4532 -4.6062 4.3197
S -4.2204 0.8499 -0.0581
C -0.7564 0.7975 -3.9450
C 1.6843 2.2560 1.1572
H 2.3067 -2.8563 3.9001
H -1.2959 -2.6648 -3.3258
H 0.5685 4.1324 -1.5708
C 2.4666 1.5310 -2.4004
H -2.0513 2.4607 -3.4423
C -0.6770 2.7452 2.7878
O 4.3501 -0.8006 1.2417
H 0.2620 0.9263 -5.8822
H -0.8462 3.9537 4.5595
C 2.6463 2.9714 2.0926
H -1.7950 -6.9672 -0.5541
H -0.6119 2.3479 -2.4153
H 5.8083 4.3869 1.9815
C -2.1187 2.2312 2.9057
C 1.7176 -3.1271 3.0177
H -1.1936 4.8467 3.0850
C -0.0442 4.4448 0.4960
C 0.7757 -4.8063 -0.3970
H 4.1990 0.8286 -0.7025
O -3.3256 2.0040 -0.0224

Summary:
Net charge ... -1
E_HOMO ... -3.481 eV
Kohn-Sham gap ... 5.2 eV
LUMO ... 1.77 eV